Computed, not measured: a molecular structure, C25H38BaCl3N6O4S2Si, with ωB97M-V/def2-TZVPD.

```
80
Properties=species:S:1:pos:R:3:forces:R:3
Ba 0.32463 -1.36403 -0.53296 0.2 -0.1 0.5
N -0.35550 -5.60386 -3.04028 -0.1 0.0 0.0
C 0.25863 -4.42724 -2.61656 0.2 0.0 0.5
S 0.77866 -4.42189 -0.94020 0.1 0.0 -0.2
N 0.38213 -3.50832 -3.50236 -0.1 0.0 -0.3
N 1.15327 -2.39605 -3.25631 0.0 -0.1 0.0
C 0.62541 -1.29097 -3.64307 0.1 -0.1 0.1
C -0.77853 -1.07647 -4.03586 0.4 0.1 -0.1
C -1.05723 -0.39241 -5.21423 -0.3 -0.1 0.1
C -2.36766 -0.14261 -5.59115 0.0 0.0 0.0
C -3.39447 -0.58196 -4.75251 0.0 0.0 -0.1
C -3.12671 -1.22891 -3.56205 0.0 0.0 0.1
C -1.80147 -1.46619 -3.13049 -0.1 -0.2 0.1
O -1.52632 -1.97163 -1.96019 -0.6 0.3 -0.5
H -0.86221 -6.06021 -2.29899 0.0 0.0 0.0
H -0.90263 -5.46794 -3.87938 0.0 0.0 0.0
H 1.28657 -0.42199 -3.61570 0.0 -0.1 0.0
H -0.23460 -0.06899 -5.84243 0.0 0.0 0.0
H -2.58971 0.37666 -6.51460 0.0 0.0 0.0
H -4.42518 -0.40048 -5.03808 0.0 0.0 0.0
H -3.92802 -1.54573 -2.90398 0.0 0.0 0.0
Cl 3.60742 -5.67138 -2.80311 -0.1 0.0 0.0
C 4.32928 -5.55910 -1.20926 0.2 0.0 -0.1
Cl 6.07391 -5.97340 -1.30952 -0.1 0.0 0.0
Cl 3.54437 -6.66736 -0.07879 0.0 0.0 0.1
C 4.24949 -4.18759 -0.70127 -0.2 -0.1 -0.1
N 4.21501 -3.11422 -0.30236 0.1 0.1 0.1
C 0.56279 5.08089 3.01768 0.0 0.0 0.0
C 1.23553 4.06366 2.10299 0.0 0.0 0.0
C 2.14916 3.14791 2.91453 0.0 0.0 0.0
C 2.02124 4.77166 1.00475 0.0 0.0 0.0
O 0.17368 3.31642 1.51035 -0.1 -0.1 -0.1
Si 0.19650 1.81897 0.80448 0.0 0.2 -0.1
S 1.77852 1.36290 -0.40376 0.2 0.2 0.1
O 0.08985 0.64101 1.98654 -0.1 0.0 0.0
C -0.99701 0.38011 2.89206 0.0 0.0 0.0
C -1.80491 1.63372 3.22028 0.0 0.0 0.0
C -1.89428 -0.67566 2.24929 0.0 0.0 0.0
C -0.37250 -0.16873 4.16860 0.0 0.0 0.0
O -1.29176 1.65561 0.08767 0.1 -0.1 0.0
C -1.97368 2.35405 -0.96339 0.0 0.0 0.0
C -3.30890 1.63746 -1.11323 0.0 0.0 0.0
C -1.19419 2.27789 -2.27003 0.0 0.0 0.0
C -2.18245 3.80678 -0.54904 0.0 0.0 0.0
H 1.30887 5.73094 3.47986 0.0 0.0 0.0
H 0.00431 4.57016 3.80418 0.0 0.0 0.0
H -0.13415 5.69313 2.44352 0.0 0.0 0.0
H 2.89599 3.74059 3.44750 0.0 0.0 0.0
H 2.66011 2.44094 2.25839 0.0 0.0 0.0
H 1.56208 2.58367 3.64204 0.0 0.0 0.0
H 2.83323 5.36173 1.43695 0.0 0.0 0.0
H 1.36011 5.44016 0.44928 0.0 0.0 0.0
H 2.43798 4.03793 0.31505 0.0 0.0 0.0
H -2.26246 2.05108 2.32427 0.0 0.0 0.0
H -1.16606 2.39576 3.66697 0.0 0.0 0.0
H -2.59215 1.37508 3.93181 0.0 0.0 0.0
H -2.29601 -0.30352 1.30491 0.0 0.0 0.0
H -2.72696 -0.92545 2.90997 0.0 0.0 0.0
H -1.32110 -1.59105 2.07627 0.0 0.0 0.0
H 0.29608 0.57262 4.61088 0.0 0.0 0.0
H 0.19838 -1.07116 3.95257 0.0 0.0 0.0
H -1.15203 -0.41027 4.89459 0.0 0.0 0.0
H -3.14313 0.59556 -1.39492 0.0 0.0 0.0
H -3.90969 2.10984 -1.89305 0.0 0.0 0.0
H -3.86188 1.66728 -0.17155 0.0 0.0 0.0
H -1.06846 1.23987 -2.58279 0.0 0.0 0.0
H -0.20868 2.73093 -2.16521 0.0 0.0 0.0
H -1.74865 2.79246 -3.05792 0.0 0.0 0.0
H -2.72099 3.85673 0.39947 0.0 0.0 0.0
H -2.75845 4.33405 -1.31231 0.0 0.0 0.0
H -1.22250 4.30712 -0.41967 0.0 0.0 0.0
N 1.66745 -3.81940 2.04486 0.1 0.0 0.0
C 2.78010 -4.00863 2.77576 0.0 0.0 0.0
C 3.22622 -2.76538 3.15670 0.0 0.1 0.0
C 2.31132 -1.87002 2.57552 0.0 0.0 0.1
N 1.36822 -2.51880 1.90715 0.1 -0.1 -0.1
H 1.15930 -4.49677 1.49242 0.0 0.0 0.0
H 3.17544 -4.99319 2.95749 0.0 0.0 0.0
H 4.09606 -2.53334 3.74509 0.0 0.0 0.0
H 2.28596 -0.79102 2.60990 0.0 0.0 0.0
```
Positions in Å, forces in eV/Å.

The orbital gap is 6.70 eV. Its energy above the lowest of the compared OMol25 structures with the same formula, charge and spin is 0.0 kcal per mole. Its total charge is -1. The HOMO energy comes out at -4.537 eV. The calculation puts the total energy at -4097.219369 hartree.


Computed, not measured: 6 unconnected molecules or ions with the total composition C25H38F15O12S at a distorted geometry, with ωB97M-V/def2-TZVPD.

```
91
Properties=species:S:1:pos:R:3:forces:R:3
C 2.86118 1.23490 7.11530 0.4 0.1 0.1
C 3.70435 1.89071 6.01585 -0.4 -0.4 -0.2
C 3.14910 3.16919 5.36404 0.4 -0.1 0.2
C 2.23766 4.03644 6.23050 0.4 0.0 -0.6
S 0.50403 4.21337 5.72446 -0.2 0.7 0.7
C -0.51201 2.74809 6.13396 -0.6 -0.3 -0.1
O -0.59206 1.80742 5.13517 0.0 0.1 -0.3
O 0.75775 1.54548 4.75737 0.4 -0.2 0.2
H 1.82679 1.55126 7.11198 -0.2 0.0 0.0
H 3.28289 1.44035 8.09407 -0.1 0.1 0.2
H 2.87252 0.15700 7.00666 -0.1 -0.2 0.0
H 3.82668 1.16721 5.21593 0.1 0.0 -0.2
H 4.70464 2.06986 6.39118 0.1 0.1 0.1
H 2.67716 2.92890 4.41967 -0.2 0.0 -0.1
H 3.99814 3.79499 5.10577 0.1 0.1 -0.1
H 2.23086 3.77606 7.28291 -0.2 -0.1 0.2
H 2.55864 5.07185 6.16599 -0.1 0.2 0.1
H 0.56930 4.13730 4.39220 0.1 -0.3 -0.2
H -0.19482 2.35938 7.10070 0.4 0.1 0.0
H -1.52509 3.12934 6.23490 -0.1 0.1 0.0
H 0.66912 0.84908 4.08715 -0.3 0.0 0.0
C -1.88651 0.24271 2.53504 0.3 -0.2 -0.3
C -3.06865 -0.61314 2.13163 -0.1 0.1 0.2
O -2.89751 -1.22301 0.83243 0.0 0.1 0.0
C -2.10318 -2.27475 0.76745 0.0 -0.1 0.1
O -1.48628 -2.78335 1.65686 0.0 0.1 0.0
C -2.10160 -2.82140 -0.67587 0.2 -0.1 -0.1
F -1.87489 -1.83297 -1.55764 0.0 -0.1 0.3
F -3.27613 -3.37907 -0.96470 -0.1 0.0 0.0
F -1.15155 -3.73711 -0.82727 0.0 0.0 0.0
H -1.68576 1.00388 1.77867 -0.1 0.0 0.0
H -2.10246 0.73220 3.48074 -0.1 0.0 0.0
H -0.98396 -0.36231 2.64978 -0.1 -0.1 0.0
H -3.95038 0.00754 2.02919 -0.1 0.0 -0.2
H -3.28349 -1.38570 2.86836 0.1 -0.1 0.0
C 3.77377 -2.19526 -0.39988 0.2 0.2 0.1
C 2.46505 -1.69417 0.16492 -0.1 -0.4 -0.3
O 2.65989 -0.60318 1.10075 0.0 0.0 0.1
C 2.91987 0.57902 0.57868 0.0 -0.1 -0.1
O 2.99046 0.89044 -0.57022 0.0 0.0 0.0
C 3.10407 1.58627 1.72960 0.0 0.1 0.0
F 3.92475 1.11442 2.67288 0.0 0.0 0.0
F 1.90863 1.82690 2.33296 0.0 0.0 -0.1
F 3.57360 2.74193 1.29903 0.0 0.1 0.0
H 4.44571 -2.49406 0.40459 0.0 -0.1 0.0
H 3.59011 -3.05652 -1.04042 0.0 0.0 0.0
H 4.27272 -1.42950 -0.99134 -0.1 0.0 -0.1
H 1.97473 -2.46688 0.74949 0.0 0.0 0.1
H 1.78214 -1.36943 -0.61856 0.0 0.1 0.0
C -8.83672 2.56005 4.61241 0.2 -0.1 -0.2
C -7.78646 3.22301 5.47380 -0.4 0.1 0.2
O -6.44405 2.84686 5.07140 0.1 0.0 0.0
C -5.97299 3.43708 3.99110 -0.1 0.0 0.1
O -6.49634 4.26254 3.30692 0.0 0.0 0.0
C -4.54443 2.92212 3.71638 0.0 0.0 -0.1
F -4.48013 1.58421 3.76010 -0.1 0.1 0.1
F -3.68805 3.39541 4.64838 0.1 0.0 0.1
F -4.11486 3.32072 2.52929 0.1 0.0 0.0
H -8.71585 1.47684 4.63083 -0.1 0.0 0.1
H -9.82840 2.80792 4.98691 0.0 0.0 0.0
H -8.76946 2.89079 3.57756 0.0 0.1 0.0
H -7.86547 2.88974 6.50489 0.1 0.0 0.0
H -7.87124 4.30830 5.45966 0.1 0.0 -0.1
C -1.64354 -1.06802 -4.54518 0.1 0.2 -0.4
C -1.76243 -2.50413 -5.00261 0.0 -0.1 0.4
O -1.93246 -2.60630 -6.43195 0.0 0.0 0.0
C -0.84127 -2.43653 -7.15619 -0.1 0.0 0.2
O 0.26366 -2.22108 -6.74802 0.0 0.0 -0.2
C -1.19752 -2.59638 -8.64964 0.1 0.1 0.1
F -2.26696 -1.86337 -8.95976 0.0 0.0 -0.1
F -1.46562 -3.87922 -8.90821 0.0 0.0 -0.1
F -0.18067 -2.21050 -9.41200 0.0 0.0 -0.1
H -2.51005 -0.49038 -4.86866 -0.1 0.0 0.1
H -1.57672 -1.03183 -3.46476 0.0 0.0 -0.1
H -0.75583 -0.59152 -4.95889 0.0 -0.1 0.0
H -2.65117 -2.96927 -4.58273 -0.1 0.0 -0.1
H -0.89916 -3.09846 -4.70420 0.1 0.0 -0.1
C 3.50348 -1.84264 -7.34531 0.4 0.0 0.0
C 3.15875 -2.64026 -8.58016 -0.4 0.0 0.2
O 4.28734 -2.75583 -9.47645 0.0 0.0 0.0
C 5.21665 -3.62903 -9.13405 -0.1 0.0 0.0
O 5.22506 -4.34957 -8.17940 0.0 0.0 0.0
C 6.33577 -3.63017 -10.19759 -0.1 0.0 0.1
F 6.73892 -2.38509 -10.46872 0.1 0.0 0.0
F 5.88351 -4.18391 -11.32891 0.0 0.0 -0.1
F 7.37769 -4.32993 -9.76890 0.1 0.0 0.0
H 3.88443 -0.85904 -7.62413 -0.1 0.0 0.0
H 2.62240 -1.71864 -6.72347 -0.1 0.0 0.0
H 4.27382 -2.34320 -6.75943 0.0 -0.1 0.0
H 2.39240 -2.13680 -9.16096 0.1 0.0 -0.1
H 2.79399 -3.63619 -8.33229 0.1 -0.1 0.0
```
Positions in Å, forces in eV/Å.

The orbital gap is 8.98 eV. Its total charge is +1. The HOMO energy comes out at -11.984 eV. The calculation puts the total energy at -3774.168469 hartree.


Computed, not measured: a molecular structure, C25H38F6MnO3P3S2, with ωB97M-V/def2-TZVPD.

```
78
Properties=species:S:1:pos:R:3:forces:R:3
Mn -0.43345 0.92467 0.83327 0.4 0.1 0.4
C 0.84684 2.90032 2.02541 0.0 0.0 0.1
C -0.09879 2.65934 3.04091 0.0 0.0 0.0
C 0.05778 1.32767 3.47893 -0.1 0.0 0.0
C 1.09351 0.73749 2.72811 0.1 0.0 0.0
C 1.59537 1.72134 1.83091 0.0 -0.1 0.0
H 0.96851 3.81707 1.46883 0.0 0.0 0.0
H -0.83670 3.36681 3.39578 0.0 0.0 0.0
H -0.51142 0.82964 4.24928 0.0 0.0 0.0
H 1.49352 -0.25585 2.87127 0.0 0.0 -0.1
H 2.42825 1.59238 1.15577 -0.1 0.0 0.0
C -3.66314 2.96121 1.33434 -0.1 0.0 0.0
P -2.88628 1.35628 1.71103 0.1 -0.1 -0.2
C -3.26159 1.14747 3.48669 -0.1 0.1 0.1
C -4.05318 0.10705 1.03318 0.0 0.0 0.1
C -5.43447 0.28934 1.11580 0.0 0.0 0.0
C -6.31334 -0.70543 0.72824 0.0 0.0 0.0
C -5.81523 -1.91576 0.26131 0.0 0.0 0.0
C -4.44807 -2.10090 0.15891 0.0 0.0 0.0
C -3.54918 -1.09781 0.52721 0.0 0.0 -0.1
P -1.73953 -1.28762 0.19373 0.0 0.2 -0.1
C -1.37871 -3.02464 0.57619 -0.1 -0.1 0.1
C -1.80330 -1.29077 -1.62790 0.0 -0.1 0.0
H -4.58171 3.12842 1.90089 0.0 0.0 0.0
H -3.86893 3.01948 0.26557 0.0 0.0 0.0
H -2.94476 3.74544 1.57342 0.0 0.0 0.0
H -4.34193 1.15891 3.64855 0.0 0.0 0.1
H -2.79205 1.95043 4.05319 0.0 0.0 0.0
H -2.85413 0.20145 3.83950 0.0 0.0 0.0
H -5.82959 1.22415 1.49680 0.0 0.0 0.0
H -7.38160 -0.54344 0.79516 0.0 0.0 0.0
H -6.49229 -2.70643 -0.03566 0.0 0.0 0.0
H -4.07162 -3.03816 -0.23239 0.0 0.0 0.0
H -1.93638 -3.70106 -0.07461 0.0 0.0 0.0
H -1.60826 -3.24273 1.61971 0.0 0.0 0.0
H -0.31882 -3.19172 0.38230 0.0 0.0 0.0
H -2.50860 -2.04875 -1.97749 0.0 0.0 0.0
H -0.80287 -1.50337 -2.00498 0.0 0.0 0.0
H -2.12104 -0.30536 -1.96422 0.0 0.0 0.0
C 4.46792 -1.49687 1.52058 0.0 0.0 0.0
C 3.93196 -2.80883 0.98176 0.1 -0.2 -0.2
C 2.69319 -3.28621 1.71559 0.0 0.0 0.1
O 3.78251 -2.71143 -0.44857 0.0 0.0 0.1
P 2.44851 -2.37067 -1.30129 -0.1 -0.1 0.1
S 1.30655 -3.93499 -1.58564 0.1 -0.1 -0.1
S 1.58308 -0.75594 -0.55246 0.0 0.2 0.1
O 3.15180 -2.04179 -2.70219 0.1 0.0 -0.2
C 4.34607 -1.28130 -2.96645 -0.1 -0.1 -0.1
C 5.55780 -2.19395 -2.89028 0.1 0.1 0.0
C 4.49937 -0.02985 -2.12386 0.1 0.1 0.0
H 4.67980 -1.58627 2.58819 0.0 0.0 0.0
H 3.74001 -0.70148 1.37327 -0.1 0.0 0.0
H 5.39095 -1.22268 1.00786 0.0 0.0 0.0
H 4.70299 -3.57942 1.08812 0.0 0.0 0.0
H 1.91323 -2.52469 1.70981 0.0 0.0 0.0
H 2.97494 -3.49007 2.75119 0.0 0.0 0.0
H 2.29250 -4.19357 1.26726 0.0 0.0 0.0
H 4.21448 -0.97494 -4.00960 0.0 0.0 0.1
H 5.74978 -2.49424 -1.86183 0.0 0.0 0.0
H 6.43405 -1.66898 -3.27938 0.0 0.0 0.0
H 5.39528 -3.09098 -3.48648 0.0 0.0 0.0
H 4.70183 -0.27104 -1.08052 0.0 0.0 0.0
H 3.60685 0.59154 -2.15203 0.0 0.0 -0.1
H 5.34359 0.54177 -2.51833 0.0 0.0 0.0
C 0.11602 1.61964 -2.96514 0.0 0.0 0.0
C -0.51961 2.58694 -1.95637 0.1 0.0 0.2
O -0.69746 2.06911 -0.72054 -0.4 -0.1 -0.3
C 0.40331 3.81869 -1.81157 0.0 0.1 0.0
F 1.63518 3.42702 -1.45498 0.1 0.0 0.0
F 0.53661 4.52667 -2.95591 0.0 0.0 -0.1
F -0.02001 4.68214 -0.87557 0.0 0.0 0.0
C -1.89410 3.03704 -2.50943 0.0 0.1 0.0
F -1.83887 3.46410 -3.78634 0.0 0.0 -0.1
F -2.46242 4.02616 -1.79623 0.0 0.0 0.0
F -2.76652 2.01127 -2.48682 0.0 -0.1 0.0
H 0.93305 1.10579 -2.46290 0.0 0.0 0.0
H 0.48000 2.12207 -3.86228 0.0 0.1 0.0
H -0.61706 0.87372 -3.26354 0.0 -0.1 0.0
```
Positions in Å, forces in eV/Å.

The orbital gap (spin up / spin down) is 7.01 / 7.10 eV. The multiplicity is 6. Its energy above the lowest of the compared OMol25 structures with the same formula, charge and spin is 0.0 kcal per mole. Its total charge is -1. The HOMO energy (spin up / spin down) comes out at -4.561 / -4.655 eV. The calculation puts the total energy at -4772.045613 hartree.